Entry 1:
ORCA calculation (wB97M-V/def2-TZVPD) on a 2-piece molecular cluster, C3H4N2O overall.

```
10
Properties=species:S:1:pos:R:3:mulliken_charge:R:1
N -2.77 1.61 0.64 -0.470
C -1.63 1.62 1.18 0.181
C -0.54 1.06 1.66 0.399
O 0.51 1.06 2.16 -0.355
H -3.27 0.81 0.64 0.249
C 1.36 -0.86 -1.14 -0.246
N 1.50 -1.93 -1.80 -0.471
H 1.76 -0.63 -0.21 0.274
H 1.08 0.08 -1.81 0.196
H 2.00 -2.81 -1.33 0.243
```

Its HOMO-LUMO gap is 7.46 eV. The calculation puts the relative energy (zero: lowest compared OMol25 entry of this formula, charge and spin) at 505.64 kJ/mol. The SMILES is N=C=C=O.C=N. For the HOMO energy, the calculation gives -8.89 eV.

***

Entry 2:
ORCA calculation (wB97M-V/def2-TZVPD) on one molecule with the formula C5H8O.

```
14
Properties=species:S:1:pos:R:3:mulliken_charge:R:1
O 1.69 -1.49 -0.88 -0.531
C 0.55 -1.87 -0.24 -0.161
C -0.25 -1.10 0.51 -0.416
C -0.15 0.37 0.73 -0.007
C -1.18 1.21 0.02 -0.624
C 0.27 1.34 -0.35 -0.735
H 1.88 -0.58 -0.61 0.352
H 0.33 -2.92 -0.41 0.350
H -1.11 -1.59 0.96 0.312
H 0.09 0.68 1.74 0.321
H -1.82 0.69 -0.68 0.277
H -1.65 2.02 0.57 0.269
H 0.57 0.97 -1.33 0.364
H 0.78 2.25 -0.04 0.229
```

Its HOMO-LUMO gap is 9.75 eV. The calculation puts the relative energy (zero: lowest compared OMol25 entry of this formula, charge and spin) at 155.57 kJ/mol. The SMILES is O/C=C\C1CC1. For the HOMO energy, the calculation gives -8.72 eV.

***

Entry 3:
ORCA calculation (wB97M-V/def2-TZVPD) on one molecule with the formula C3H6O2S.

```
12
Properties=species:S:1:pos:R:3:mulliken_charge:R:1
O -0.17 0.61 -2.05 -0.535
C -0.74 0.28 -1.01 0.445
O -2.09 0.51 -0.60 -0.434
C -0.17 -0.66 0.03 -0.422
C 1.21 -0.39 0.49 -0.541
S 1.67 1.22 1.28 -0.186
H -2.35 1.04 -1.32 0.340
H -0.90 -0.66 0.94 0.258
H -0.27 -1.69 -0.42 0.285
H 2.05 -0.78 -0.10 0.355
H 1.37 -1.07 1.39 0.329
H 0.39 1.57 1.36 0.107
```

Its HOMO-LUMO gap is 9.74 eV. The calculation puts the relative energy (zero: lowest compared OMol25 entry of this formula, charge and spin) at 92.59 kJ/mol. The SMILES is O=C(O)CCS. For the HOMO energy, the calculation gives -9.12 eV.

***

Entry 4:
ORCA calculation (wB97M-V/def2-TZVPD) on C30H52Cl2N3PPb as an isolated structure.

```
89
Properties=species:S:1:pos:R:3:mulliken_charge:R:1
P -0.05 -0.66 -1.88 0.873
C 1.54 -0.03 -2.71 -0.004
C 1.82 -0.39 -4.17 -0.233
C 3.24 0.05 -4.56 -1.010
C 3.49 1.53 -4.28 -0.661
C 3.13 1.93 -2.85 -0.875
C 1.72 1.48 -2.46 -0.246
C -1.48 0.22 -2.74 0.255
C -1.41 0.40 -4.25 -0.563
C -2.73 0.98 -4.76 -0.930
C -3.11 2.29 -4.05 -0.691
C -3.07 2.17 -2.53 -0.910
C -1.76 1.55 -2.02 -0.500
C -0.18 -2.35 -2.66 -0.023
C 1.02 -3.22 -2.25 -0.709
C 0.92 -4.64 -2.81 -0.848
C -0.41 -5.31 -2.47 -0.729
C -1.61 -4.44 -2.86 -0.836
C -1.52 -3.01 -2.30 -0.702
H 2.28 -0.54 -2.08 0.470
H 1.09 0.09 -4.83 0.046
H 1.72 -1.47 -4.34 0.194
H 3.42 -0.18 -5.62 0.387
H 3.95 -0.54 -3.98 0.382
H 4.55 1.77 -4.48 0.389
H 2.91 2.14 -4.98 0.317
H 3.84 1.46 -2.15 0.358
H 3.22 3.01 -2.72 0.400
H 1.54 1.70 -1.40 -0.260
H 0.98 2.04 -3.06 0.207
H -2.33 -0.44 -2.51 0.422
H -3.52 0.24 -4.57 0.360
H -1.20 -0.55 -4.76 0.219
H -0.59 1.08 -4.50 0.208
H -2.68 1.13 -5.84 0.393
H -4.11 2.61 -4.37 0.394
H -2.42 3.08 -4.37 0.287
H -3.22 3.15 -2.06 0.408
H -3.90 1.53 -2.20 0.365
H -1.82 1.37 -0.94 -0.068
H -0.92 2.25 -2.21 0.177
H -0.16 -2.18 -3.75 0.217
H 1.96 -2.76 -2.58 0.270
H 1.05 -3.26 -1.15 0.283
H 1.03 -4.60 -3.90 0.329
H 1.75 -5.24 -2.43 0.384
H -0.45 -5.51 -1.39 0.328
H -0.48 -6.29 -2.97 0.371
H -2.54 -4.91 -2.51 0.412
H -1.66 -4.39 -3.95 0.339
H -2.36 -2.43 -2.70 0.187
H -1.64 -3.02 -1.21 0.260
Pb -0.08 0.14 2.23 0.691
Cl -2.24 -0.58 0.93 -0.498
Cl 2.33 0.37 1.29 -0.502
C -0.59 1.95 3.38 -1.518
H -0.91 1.72 4.41 0.521
C -0.63 3.30 2.95 1.361
C -1.33 4.38 3.61 -0.450
C -1.47 5.62 3.00 -0.530
C -0.88 5.84 1.73 -0.382
C -0.15 4.83 1.08 -0.774
C 0.04 3.61 1.71 -0.130
H -1.81 4.21 4.58 0.329
H -2.05 6.42 3.46 0.349
H 0.27 4.97 0.08 0.401
H 0.67 2.82 1.27 0.300
H -1.01 6.80 1.24 0.368
C 1.70 0.89 5.46 -1.010
N 0.69 -0.03 5.97 0.288
C -0.20 0.50 7.01 -1.107
C 0.38 -1.23 5.35 0.472
N 0.25 -1.35 4.04 -0.540
N 0.23 -2.30 6.14 0.122
C 0.85 -2.33 7.46 -1.061
C -0.05 -3.59 5.53 -1.303
H 2.42 1.08 6.28 0.292
H 1.23 1.83 5.13 0.300
H 2.22 0.41 4.62 0.370
H -1.02 -0.21 7.21 0.346
H 0.37 0.68 7.94 0.343
H -0.62 1.46 6.66 0.358
H -0.08 -2.32 3.87 0.191
H 0.09 -2.60 8.21 0.309
H 1.65 -3.08 7.47 0.423
H 1.28 -1.36 7.71 0.359
H -1.06 -3.56 5.10 0.409
H 0.67 -3.82 4.74 0.433
H 0.00 -4.36 6.29 0.380
```

Its HOMO-LUMO gap (spin up / spin down) is 5.91 / 6.17 eV. For the HOMO energy (spin up / spin down), the calculation gives -7.26 / -7.00 eV.

***

Entry 5:
ORCA calculation (wB97M-V/def2-TZVPD) on an isolated ion of composition C6H10BrClNO and charge +1.

```
20
Properties=species:S:1:pos:R:3:mulliken_charge:R:1
C -1.27 -2.18 -0.67 -1.200
C -1.31 -0.84 -0.01 0.386
Br -3.12 0.15 -0.41 -0.131
C -1.22 -0.76 1.51 -0.489
C -0.25 0.12 1.76 -0.694
C 0.21 0.82 0.49 0.720
Cl -0.50 2.50 0.21 -0.183
C 1.83 0.85 0.13 -0.607
N 1.73 1.44 -1.27 -0.252
O -0.29 0.04 -0.52 -0.291
H -1.30 -2.02 -1.75 0.358
H -2.05 -2.89 -0.40 0.369
H -0.28 -2.56 -0.35 0.348
H -1.91 -1.09 2.24 0.437
H -0.04 0.54 2.70 0.489
H 2.36 -0.08 0.23 0.390
H 2.41 1.48 0.87 0.325
H 2.69 1.38 -1.72 0.395
H 1.17 2.30 -1.17 0.273
H 1.14 0.80 -1.86 0.357
```

Its HOMO-LUMO gap is 9.74 eV. The calculation puts the relative energy (zero: lowest compared OMol25 entry of this formula, charge and spin) at 0.00 kJ/mol. The SMILES is C[C@@]1(Br)C=C[C@@](Cl)(C[NH3+])O1. Its total charge is +1. For the HOMO energy, the calculation gives -13.19 eV.

***

no.,largest force on an atom (hartree/bohr)
1,0.097
2,0.007
3,0.080
4,0.027
5,0.069